# 1
{
  "formula": "C3H4O2S2",
  "method": "ωB97M-V/def2-TZVPD",
  "elements": ["O", "C", "C", "O", "S", "C", "S", "H", "H", "H", "H"],
  "xyz": [[-0.7967, 2.2822, -0.0223], [-0.4050, 1.0713, -0.0140], [-0.8940, -0.1323, 0.0859], [-2.2543, -0.1732, 0.1913], [0.0420, -1.6270, 0.2072], [1.6783, -0.9333, -0.3379], [1.7464, 0.8407, 0.0689], [-0.7992, 2.4932, 0.9262], [-2.6480, -1.0029, -0.1864], [1.9844, -1.2922, -1.2496], [2.3459, -1.5264, 0.3308]],
  "atomic_forces_ev_per_a": [[-1.189, 2.123, 0.743], [5.913, -2.784, -0.475], [-1.093, -0.406, -0.244], [-1.169, -1.670, -0.224], [0.145, 0.607, -0.465], [-0.462, -0.362, 3.760], [-2.390, -0.277, -0.521], [-0.335, 0.889, -0.195], [0.773, 1.075, 0.441], [0.031, -0.023, -2.785], [-0.223, 0.828, -0.035]],
  "lowdin_charge": [0.08, -0.48, -0.70, -0.01, 0.89, -0.80, 0.72, 0.15, 0.13, -0.01, 0.03],
  "e_above_lowest_kcal_mol": 57.4,
  "e_homo_ev": -8.09,
  "smiles": "OC1=C(O)SCS1",
  "e_lumo_ev": 0.21,
  "charge": 0,
  "energy_ha": -1063.47269
}


# 2
{
  "formula": "C17H29F3N3O3OsSi2",
  "method": "ωB97M-V/def2-TZVPD",
  "elements": ["Os", "C", "Si", "C", "C", "C", "C", "C", "C", "C", "Si", "C", "C", "H", "H", "H", "H", "H", "H", "H", "H", "H", "H", "H", "H", "H", "H", "H", "H", "O", "C", "O", "O", "C", "N", "C", "C", "N", "N", "C", "C", "H", "H", "H", "H", "H", "H", "H", "H", "H", "H", "H", "H", "H", "F", "C", "F", "F"],
  "xyz": [[0.3335, 0.1154, 0.7307], [-1.6472, -1.5275, -2.9299], [-2.4096, -0.9358, -1.3285], [-3.8992, 0.1633, -1.5495], [-2.7114, -2.3521, -0.1549], [-3.8079, -3.1301, -0.5525], [-4.1717, -4.2810, 0.1238], [-3.4338, -4.6700, 1.2306], [-2.3538, -3.9043, 1.6375], [-1.9591, -2.7407, 0.9665], [-0.4654, -1.8732, 1.7923], [-1.0280, -1.5420, 3.5720], [0.9609, -3.1315, 1.8564], [-2.2950, -2.2904, -3.3675], [-0.6812, -2.0036, -2.7487], [-1.5230, -0.7298, -3.6630], [-4.7941, -0.4265, -1.7549], [-3.7635, 0.8648, -2.3744], [-4.0792, 0.7272, -0.6335], [-4.3997, -2.8354, -1.4155], [-5.0211, -4.8644, -0.2068], [-3.7005, -5.5647, 1.7788], [-1.8027, -4.2273, 2.5147], [-1.3205, -2.4578, 4.0913], [-1.8937, -0.8760, 3.5700], [-0.2385, -1.0687, 4.1579], [0.6558, -4.0582, 2.3483], [1.8069, -2.7283, 2.4183], [1.3109, -3.4044, 0.8571], [1.7331, 0.6729, 3.3226], [1.1921, 0.4539, 2.3230], [-1.1638, 0.1168, -0.7810], [-1.4854, 0.8962, 0.4166], [4.0866, 3.1729, 0.7754], [3.1894, 2.3108, -0.0009], [3.6328, 0.9176, -0.0624], [2.0668, 2.7551, -0.5081], [0.9914, 1.8296, -0.7436], [1.8658, 4.0450, -0.7485], [2.9232, 4.9136, -1.2770], [0.5072, 4.5901, -0.8778], [4.2773, 2.6674, 1.7207], [3.6160, 4.1271, 0.9815], [5.0334, 3.3284, 0.2593], [4.5167, 0.8538, -0.6989], [2.8641, 0.2700, -0.4630], [3.8878, 0.5847, 0.9415], [0.1267, 2.3159, -1.0142], [3.8186, 4.3372, -1.4877], [3.1592, 5.7230, -0.5877], [2.5608, 5.3410, -2.2119], [-0.1749, 4.1065, -0.1809], [0.1347, 4.4991, -1.9013], [0.5471, 5.6453, -0.6193], [1.4352, -0.0307, -2.0677], [1.1749, 1.2566, -2.1345], [2.2187, 1.8818, -2.6768], [0.1117, 1.4692, -2.8432]],
  "atomic_forces_ev_per_a": [[-0.075, -1.137, 0.133], [-0.119, -0.013, 0.183], [-0.237, -0.124, 0.087], [0.119, -0.202, -0.017], [-0.008, 0.144, -0.178], [-0.021, -0.004, -0.016], [0.007, -0.006, 0.020], [-0.021, -0.004, -0.014], [0.023, -0.019, 0.038], [0.203, 0.074, 0.052], [0.001, 0.127, 0.455], [0.014, -0.133, -0.194], [-0.177, 0.060, -0.109], [-0.008, 0.010, -0.020], [0.008, 0.016, 0.010], [-0.004, 0.019, 0.015], [0.005, 0.009, -0.014], [0.024, 0.004, 0.007], [0.018, -0.007, 0.021], [0.011, 0.000, 0.002], [0.002, 0.003, 0.004], [0.001, 0.004, -0.003], [0.006, -0.001, -0.008], [0.002, -0.003, -0.035], [0.016, 0.022, -0.008], [0.011, -0.002, 0.000], [-0.025, 0.022, 0.015], [0.001, 0.017, 0.012], [0.010, 0.021, 0.004], [-0.077, -0.091, -0.293], [-0.196, 0.369, 0.360], [0.148, 0.401, 0.007], [0.286, 0.122, -0.010], [0.083, 0.075, -0.004], [0.137, -0.150, 0.137], [0.003, -0.065, 0.042], [-0.503, 0.308, 0.702], [-0.053, 0.169, -2.377], [-0.356, -0.025, -0.150], [0.079, 0.043, 0.073], [0.005, -0.012, 0.005], [0.006, -0.025, -0.008], [-0.012, -0.025, 0.030], [-0.014, 0.001, -0.016], [-0.017, 0.018, 0.002], [0.003, -0.015, 0.009], [-0.007, 0.011, 0.025], [-0.013, 0.402, 1.322], [-0.018, 0.001, -0.010], [-0.006, -0.004, 0.007], [-0.012, -0.004, 0.007], [0.004, 0.035, 0.024], [0.033, -0.002, 0.002], [0.004, 0.001, 0.013], [0.041, -0.430, -0.394], [0.950, -0.074, 1.686], [0.398, -0.098, -0.934], [-0.684, 0.163, -0.699]],
  "lowdin_charge": [1.07, -0.13, 0.53, -0.13, -0.24, -0.11, -0.07, -0.07, -0.11, -0.26, 0.48, -0.20, -0.22, 0.04, 0.04, 0.03, 0.04, 0.04, 0.04, 0.10, 0.11, 0.11, 0.09, 0.03, 0.04, 0.01, 0.03, 0.02, 0.02, 0.05, -0.45, -0.48, -0.33, 0.01, -0.08, 0.00, -0.29, 0.09, -0.10, 0.00, 0.01, 0.11, 0.10, 0.11, 0.12, 0.06, 0.10, 0.11, 0.10, 0.11, 0.11, 0.11, 0.11, 0.11, 0.17, -0.68, 0.18, 0.22],
  "e_above_lowest_kcal_mol": 44.9,
  "e_homo_ev": -10.68,
  "e_lumo_ev": -3.38,
  "charge": 1,
  "energy_ha": -2024.15963
}